1.
Molecular formula: C15H22BrN3O
Method: DFT, wB97M-V/def2-TZVPD

total charge: +2
HOMO energy: -9.67 eV
LUMO energy: -7.6 eV
orbital gap: 2.03 eV
molecular weight: 340.265 g mol⁻¹

Positions of all 42 atoms, in Å:
Br  -0.29  -4.64  2.93
C  -5.31  -3.68  -0.95
C  -4.94  -2.59  -1.89
O  -3.82  -2.14  -1.87
N  -5.98  -2.18  -2.87
H  -6.76  -2.78  -2.66
H  -6.44  -1.29  -2.77
C  -5.53  -2.47  -4.37
H  -4.38  -3.98  -0.48
H  -5.65  -4.59  -1.45
H  -5.98  -3.37  -0.15
H  -5.22  -3.51  -4.47
H  -4.77  -1.75  -4.67
H  -6.47  -2.36  -4.90
C  7.02  -0.81  1.50
N  5.73  -0.12  1.23
C  5.57  0.91  0.36
C  4.34  1.61  0.26
C  3.22  1.17  1.00
C  3.45  0.14  1.93
C  4.67  -0.48  2.00
C  1.91  1.76  0.96
C  1.73  3.11  0.53
C  0.46  3.69  0.44
N  -0.58  3.06  0.93
C  -0.47  1.79  1.36
C  0.72  1.11  1.41
C  -1.93  3.68  0.96
H  6.90  -1.75  0.96
H  7.31  -0.80  2.55
H  7.72  -0.21  0.91
H  6.44  1.18  -0.23
H  4.23  2.48  -0.37
H  2.64  -0.18  2.56
H  4.84  -1.27  2.72
H  2.61  3.62  0.16
H  0.28  4.73  0.19
H  -1.40  1.28  1.54
H  0.65  0.04  1.59
H  -2.33  3.66  -0.05
H  -1.65  4.63  1.42
H  -2.53  3.28  1.78

=====

2.
Molecular formula: C15H22F3NO15
Method: DFT, wB97M-V/def2-TZVPD

total charge: -2
HOMO energy: -1.93 eV
LUMO energy: 2.0 eV
orbital gap: 3.90 eV
molecular weight: 513.327 g mol⁻¹

Positions of all 56 atoms, in Å:
N  -3.62  -1.96  -14.51
H  -2.87  -2.01  -15.18
H  -3.21  -1.95  -13.59
H  -4.20  -2.78  -14.43
H  -4.22  -1.16  -14.68
C  0.22  -2.26  -7.58
C  -0.44  -2.55  -8.88
O  0.19  -3.10  -9.86
O  -1.68  -2.43  -8.90
H  -0.27  -1.41  -7.09
H  1.13  -1.67  -7.67
H  0.39  -3.21  -7.07
C  -9.22  -6.96  -15.03
C  -8.14  -6.97  -13.97
O  -8.14  -7.94  -13.12
O  -7.18  -6.26  -14.04
H  -8.86  -7.16  -16.03
H  -9.68  -5.97  -15.05
H  -9.95  -7.65  -14.62
C  -4.13  -6.28  -20.80
C  -3.30  -6.50  -19.51
O  -3.44  -7.58  -18.99
O  -2.64  -5.55  -19.07
H  -3.89  -5.28  -21.17
H  -5.21  -6.35  -20.63
H  -4.02  -7.10  -21.51
C  -1.48  7.07  -14.54
C  -2.44  6.01  -15.02
O  -2.25  4.93  -14.15
C  -0.96  5.02  -13.68
O  -0.35  4.11  -13.11
O  -0.46  6.25  -13.84
F  -2.21  5.58  -16.28
H  -2.05  7.62  -13.80
H  -1.14  7.75  -15.32
H  -3.48  6.35  -14.96
C  -9.08  -2.14  -9.10
C  -8.71  -0.92  -9.90
O  -9.84  -0.07  -9.82
C  -10.81  -0.64  -9.05
O  -11.93  -0.22  -8.95
O  -10.35  -1.79  -8.59
F  -8.50  -1.23  -11.19
H  -8.39  -2.13  -8.26
H  -9.03  -3.09  -9.65
H  -7.81  -0.39  -9.59
C  -10.34  -0.96  -20.00
C  -11.29  -0.53  -18.91
O  -10.36  -0.21  -17.90
C  -9.18  0.12  -18.47
O  -8.29  0.75  -17.90
O  -9.14  -0.31  -19.69
F  -11.99  -1.65  -18.61
H  -10.74  -0.67  -20.97
H  -10.24  -2.05  -20.06
H  -11.98  0.22  -19.28

=====

3.
Molecular formula: C15H22F3OSi
Method: DFT, wB97M-V/def2-TZVPD

total charge: +1
HOMO energy: -12.94 eV
LUMO energy: -5.9 eV
orbital gap: 7.08 eV
molecular weight: 303.420 g mol⁻¹

Positions of all 42 atoms, in Å:
C  2.37  -2.77  2.22
Si  1.03  -1.52  2.59
C  0.15  -2.06  4.15
C  1.63  0.26  2.68
O  0.02  -1.57  1.25
C  -1.15  -1.08  0.76
C  -2.35  -1.44  1.63
F  -2.39  -0.65  2.76
F  -3.55  -1.30  1.03
F  -2.29  -2.73  2.09
C  -1.26  -0.32  -0.39
H  3.19  -2.72  2.96
H  1.98  -3.79  2.25
H  2.83  -2.62  1.22
H  0.77  -1.90  5.05
H  -0.78  -1.48  4.30
H  -0.12  -3.12  4.13
H  2.36  0.32  3.50
H  2.13  0.56  1.75
H  0.84  1.00  2.88
H  -2.27  -0.18  -0.77
H  -0.29  -0.21  -0.88
C  -2.40  0.66  -2.86
C  -1.41  1.29  -1.88
C  -1.99  2.37  -0.96
C  -0.05  1.49  -2.38
C  0.89  2.27  -1.66
C  2.24  2.22  -1.96
C  2.72  1.40  -2.99
C  1.81  0.61  -3.72
C  0.45  0.66  -3.42
H  -2.15  0.91  -3.90
H  -2.40  -0.45  -2.78
H  -3.43  1.01  -2.68
H  -1.47  3.33  -1.11
H  -3.06  2.54  -1.11
H  -1.84  2.06  0.09
H  0.55  2.89  -0.82
H  2.95  2.81  -1.36
H  3.78  1.33  -3.19
H  2.17  -0.07  -4.49
H  -0.23  0.00  -3.97

=====

4.
Molecular formula: C15H22FRuS4
Method: DFT, wB97M-V/def2-TZVPD

total charge: +2
spin multiplicity: 2
HOMO energy (spin up / spin down): -14.82 / -14.64 eV
LUMO energy (spin up / spin down): -7.9 / -7.6 eV
orbital gap (spin up / spin down): 6.91 / 7.03 eV
molecular weight: 450.677 g mol⁻¹

Positions of all 43 atoms, in Å:
Ru  -0.16  -0.12  -0.01
C  2.64  -1.60  -1.62
C  1.48  -2.04  -2.48
S  -0.08  -2.25  -1.51
C  -1.29  -1.69  -2.78
C  -2.64  -1.32  -2.19
S  -2.63  0.00  -0.91
C  -2.73  1.61  -1.76
C  -1.50  2.04  -2.53
S  -0.02  2.14  -1.43
C  1.27  1.67  -2.66
C  2.57  1.28  -1.99
S  2.42  -0.03  -0.71
H  3.55  -1.51  -2.22
H  2.83  -2.33  -0.83
H  1.71  -3.02  -2.91
H  1.28  -1.34  -3.30
H  -1.43  -2.54  -3.45
H  -0.85  -0.87  -3.33
H  -3.06  -2.18  -1.66
H  -3.33  -1.02  -2.97
H  -2.91  2.31  -0.94
H  -3.61  1.61  -2.41
H  -1.65  3.04  -2.93
H  -1.28  1.36  -3.35
H  1.43  2.55  -3.29
H  0.87  0.86  -3.29
H  2.98  2.13  -1.46
H  3.29  0.94  -2.73
F  -5.21  -1.69  2.03
C  -3.95  -1.27  2.12
C  -2.92  -2.19  1.91
C  -1.61  -1.76  1.94
C  -1.30  -0.38  2.22
C  0.04  0.04  2.33
C  -2.40  0.51  2.45
C  -3.70  0.07  2.40
H  -3.16  -3.23  1.76
H  -0.80  -2.47  1.84
H  0.83  -0.72  2.36
H  0.26  1.02  2.72
H  -2.18  1.54  2.69
H  -4.53  0.74  2.58

=====

The total energy results, record by record, are as follows: -92453.6351; -56264.1287; -33982.3153; -64536.5834 eV.